Entry 1:
C18H23N3O4S | the ωB97M-V functional and the def2-TZVPD basis

Structure (ORCA input):
```
! wB97M-V def2-TZVPD RIJCOSX def2/J DEFGRID3
* xyz 0 1
C -2.97839 -5.09005 0.84527
C -2.25574 -3.88168 0.26287
C -2.99855 -2.58288 0.56563
C -2.27305 -1.37038 -0.01480
N -2.99824 -0.14884 0.25013
C -3.39830 0.69364 -0.71608
O -3.24689 0.49575 -1.90293
C -4.17259 1.91024 -0.20612
S -3.40461 2.72832 1.22578
C -1.78549 2.89600 0.57626
N -1.55463 2.32661 -0.55425
C -0.30811 2.39034 -1.08568
O -0.16959 1.75131 -2.24881
C 0.71862 3.05979 -0.47340
C 2.10834 3.09843 -1.04719
C 2.88090 1.89608 -0.56613
C 2.94527 0.74047 -1.32658
C 3.63275 -0.37626 -0.87817
C 4.26698 -0.34809 0.35738
O 4.97638 -1.38290 0.89886
C 5.12361 -2.56002 0.14571
C 4.19189 0.80940 1.13348
C 3.50672 1.91411 0.67619
C 0.47824 3.70971 0.78745
O 1.26737 4.34219 1.45587
N -0.85172 3.57266 1.26205
H -3.06214 -5.00182 1.92627
H -3.98025 -5.17183 0.42997
H -2.43708 -6.00471 0.61715
H -2.16395 -3.99887 -0.81858
H -1.24702 -3.82543 0.67785
H -4.00426 -2.63109 0.14299
H -3.09425 -2.46366 1.64807
H -1.26342 -1.29773 0.40644
H -2.19431 -1.45746 -1.10058
H -3.15818 0.09557 1.21589
H -4.25835 2.63716 -1.01261
H -5.16734 1.61059 0.12598
H -1.02821 1.35583 -2.47770
H 2.04678 3.09354 -2.13565
H 2.59475 4.01189 -0.70255
H 2.45170 0.70646 -2.28672
H 3.66606 -1.25552 -1.50269
H 4.15802 -3.03980 -0.04772
H 5.62993 -2.36877 -0.80627
H 5.73833 -3.22383 0.75202
H 4.68587 0.81590 2.09237
H 3.44944 2.80398 1.28484
H -1.06333 4.01566 2.14849
*
```

Calculated values
orbital gap = 8.4 eV
E_HOMO = -0.295 Ha



Entry 2:
C18H23N3O5 | the ωB97M-V functional and the def2-TZVPD basis

Structure (ORCA input):
```
! wB97M-V def2-TZVPD RIJCOSX def2/J DEFGRID3
* xyz 0 1
C 0.03216 3.41100 4.30847
C -0.24580 3.42313 2.83937
C -0.15798 4.56182 2.11879
C -0.42885 4.60350 0.70421
O -0.36439 5.59191 0.00436
N -0.78726 3.36204 0.16568
C -1.08034 3.27955 -1.25419
C -0.88251 2.19333 0.86874
O -1.19475 1.14780 0.33556
N -0.61138 2.25363 2.23048
C -0.68274 0.97994 2.92719
C 0.64341 0.21593 2.86047
C 0.42585 -1.26757 3.14114
C 1.72276 -2.07677 3.04368
C 1.45253 -3.54407 2.69340
C 1.38452 -3.77445 1.18277
O 0.45658 -2.86593 0.61897
C 0.35488 -2.74958 -0.71797
C -0.41016 -1.66767 -1.18006
C -0.58313 -1.46853 -2.52755
C 0.00399 -2.34739 -3.43739
N -0.17396 -2.14344 -4.84214
O 0.35609 -2.93103 -5.60239
O -0.84377 -1.19418 -5.19872
C 0.76685 -3.41946 -2.98994
C 0.94585 -3.62045 -1.63750
H -0.87400 3.18181 4.86852
H 0.38547 4.38962 4.61862
H 0.78856 2.67103 4.56003
H 0.12168 5.49318 2.58009
H -0.98475 4.28230 -1.66427
H -0.37859 2.60171 -1.73998
H -2.09137 2.90114 -1.40144
H -0.99887 1.13785 3.95708
H -1.44611 0.39126 2.41129
H 1.36808 0.63495 3.56222
H 1.04834 0.32348 1.85225
H -0.01376 -1.39772 4.13259
H -0.28149 -1.64759 2.40568
H 2.36401 -1.64332 2.27398
H 2.26269 -2.01898 3.99032
H 0.51480 -3.85936 3.15185
H 2.24936 -4.18091 3.08055
H 1.07932 -4.80970 0.97784
H 2.37593 -3.60660 0.74031
H -0.84119 -0.98450 -0.46564
H -1.16366 -0.63677 -2.89474
H 1.21198 -4.08573 -3.71304
H 1.53745 -4.45815 -1.30452
*
```

Calculated values
orbital gap = 8.9 eV
E_HOMO = -0.333 Ha



Entry 3:
C18H23N3O6S2 | the ωB97M-V functional and the def2-TZVPD basis

Structure (ORCA input):
```
! wB97M-V def2-TZVPD RIJCOSX def2/J DEFGRID3
* xyz 0 1
C -4.15321 0.37977 -1.34379
O -4.48851 -0.68596 -0.44329
C -3.73904 -0.85776 0.70528
C -2.66622 -0.04045 1.10752
C -1.94698 -0.28008 2.29936
C -0.81063 0.56742 2.75984
C -0.24178 1.70152 2.19459
S -0.63959 2.57926 0.71197
C 0.63596 3.74597 1.02108
S 1.02054 5.02146 0.03182
N 1.32736 3.46775 2.17665
C 0.87728 2.37252 2.85448
O 1.42840 2.04808 3.89214
C -2.32503 -1.38256 3.10578
O -1.61638 -1.61674 4.26634
C -1.97670 -2.72250 5.10573
C -3.39904 -2.19202 2.69886
C -4.08978 -1.93417 1.52396
O -5.12528 -2.74816 1.16453
H -4.83376 0.36092 -2.20034
H -3.13094 0.26655 -1.71889
H -4.25207 1.35271 -0.85184
H -2.40473 0.78689 0.47282
H -0.34037 0.26571 3.69330
H 2.08690 4.03575 2.53267
H -1.31002 -2.75532 5.97239
H -1.88068 -3.67023 4.56627
H -3.00361 -2.61625 5.46946
H -3.73012 -3.04442 3.27883
H -5.47477 -2.42233 0.31630
C 5.61123 1.15265 -2.25521
N 4.15888 1.01188 -2.16275
C 3.52550 -0.16607 -2.07838
O 4.12820 -1.23526 -2.04667
C 1.98630 -0.12324 -1.97413
C 1.52682 -0.36200 -0.52961
N 1.32515 -1.11421 -2.82571
C 1.22108 -1.10970 -4.15252
C 1.81845 0.02677 -4.95883
O 0.62392 -2.00619 -4.72565
H 5.88093 2.18949 -2.46165
H 5.99542 0.51594 -3.05511
H 6.07056 0.83973 -1.31580
H 3.60414 1.85301 -2.15811
H 1.64956 0.87018 -2.27104
H 1.85062 -1.34966 -0.19562
H 1.96094 0.39276 0.12717
H 0.43929 -0.30238 -0.46805
H 0.95170 -1.93354 -2.37386
H 2.90103 0.01325 -4.85329
H 1.40979 0.97628 -4.62166
H 1.56327 -0.12300 -6.00734
*
```

Calculated values
orbital gap = 7.1 eV
E_HOMO = -0.300 Ha



Entry 4:
C18H23N4O3PtS2 | the ωB97M-V functional and the def2-TZVPD basis

Structure (ORCA input):
```
! wB97M-V def2-TZVPD RIJCOSX def2/J DEFGRID3
* xyz 1 1
Pt -0.00160 -0.05698 -0.19918
C -2.60886 0.97123 2.92501
C -1.43331 0.46076 2.16401
N -0.94935 1.10068 1.14919
O -1.68719 2.18945 0.75533
C -0.74159 -0.75335 2.53949
C -0.85635 -1.40632 3.88282
N 0.03849 -1.22250 1.59316
O 0.75482 -2.21975 1.69533
H -3.32175 1.43128 2.24379
H -2.29601 1.74319 3.63472
H -3.08575 0.16659 3.47836
H -1.09542 2.67051 0.16670
H -0.93653 -0.66240 4.67566
H 0.02639 -2.01926 4.05727
H -1.73273 -2.06170 3.94269
O 0.95369 -1.35435 -1.70405
S 1.89831 -0.68056 -2.71800
C 3.47307 -1.46826 -2.46573
C 3.62353 -2.36074 -1.41742
C 4.84381 -3.01145 -1.27572
C 5.87438 -2.77147 -2.17607
C 5.70125 -1.87122 -3.22393
C 4.48944 -1.21459 -3.37995
C 2.27397 0.89238 -1.98342
C 2.39761 0.91740 -0.60368
C 2.72018 2.11629 0.02040
C 2.91892 3.25913 -0.74421
C 2.78729 3.21409 -2.12944
C 2.45627 2.02124 -2.76279
H 2.80296 -2.54851 -0.73225
H 4.97977 -3.71586 -0.46343
H 6.81873 -3.29340 -2.06746
H 6.50458 -1.68985 -3.92956
H 4.34132 -0.51838 -4.20267
H 2.42896 -0.00918 -0.03739
H 2.84589 2.14271 1.09666
H 3.20746 4.18509 -0.26008
H 2.94582 4.10919 -2.71897
H 2.34719 1.97558 -3.84139
C -2.74898 -3.89097 0.71354
N -2.79797 -2.54520 0.15205
C -2.09494 -2.14379 -0.89734
N -1.42079 -3.05686 -1.59105
S -2.14130 -0.47672 -1.38972
H -3.37721 -3.92219 1.59977
H -1.72803 -4.14883 1.00651
H -3.12697 -4.62842 0.00325
H -3.33026 -1.83163 0.61129
H -1.31382 -3.99933 -1.25122
H -0.72971 -2.71198 -2.23748
*
```

Calculated values
orbital gap (alpha / beta) = 6.4 / 6.4 eV
E_HOMO (alpha / beta) = -0.374 / -0.373 Ha



Entry 5:
C18H23N5O2 | the ωB97M-V functional and the def2-TZVPD basis

Structure (ORCA input):
```
! wB97M-V def2-TZVPD RIJCOSX def2/J DEFGRID3
* xyz 0 1
C -2.84504 -3.60149 0.95342
C -2.14030 -3.54713 -0.39755
C -0.88915 -2.67246 -0.37540
N -1.24149 -1.27469 -0.23166
C -0.39546 -0.32619 -0.69385
N 0.62862 -0.57858 -1.50196
C 1.15296 0.63445 -1.78172
C 0.45162 1.64321 -1.14674
C 0.79782 3.01469 -1.27385
O 0.24924 3.97636 -0.76069
N 1.91852 3.18167 -2.10185
C 2.34583 4.55797 -2.29261
C 2.64433 2.19840 -2.75377
O 3.60322 2.46188 -3.45125
N 2.22960 0.89564 -2.56890
C 2.92833 -0.18866 -3.22194
N -0.56862 1.00053 -0.45519
C -1.51429 1.65708 0.40637
C -0.96438 1.80545 1.83738
C -0.62228 0.46240 2.41250
C 0.64372 -0.08126 2.22916
C 0.93805 -1.35203 2.69130
C -0.02922 -2.09426 3.34766
C -1.29205 -1.55997 3.54168
C -1.58723 -0.29223 3.07125
H -3.68177 -4.29457 0.91371
H -2.15736 -3.93612 1.72683
H -3.23112 -2.62507 1.23631
H -2.82556 -3.16634 -1.15624
H -1.84376 -4.55634 -0.68702
H -0.34282 -2.75757 -1.31547
H -0.22597 -2.99092 0.44009
H -1.73869 -1.04597 0.61693
H 1.54285 5.12741 -2.76089
H 3.22917 4.55626 -2.92516
H 2.56853 5.00560 -1.32411
H 3.79205 0.23175 -3.73302
H 3.24057 -0.91954 -2.47680
H 2.26706 -0.67646 -3.93852
H -1.69620 2.65188 -0.00654
H -2.44872 1.08872 0.40715
H -1.72060 2.30438 2.44460
H -0.07838 2.44043 1.79642
H 1.40453 0.49710 1.72473
H 1.92522 -1.76261 2.53940
H 0.20167 -3.08435 3.71220
H -2.04859 -2.13097 4.05986
H -2.57445 0.12254 3.22374
*
```

Calculated values
orbital gap = 8.3 eV
E_HOMO = -0.280 Ha



Entry 6:
C18H23N5O4 | the ωB97M-V functional and the def2-TZVPD basis

Structure (ORCA input):
```
! wB97M-V def2-TZVPD RIJCOSX def2/J DEFGRID3
* xyz 0 1
C 1.24145 4.42998 -1.19857
H 0.37836 5.03315 -1.77213
O 0.61955 3.05494 -1.23226
C 1.44123 2.22294 -0.58935
C 2.59923 2.67231 0.01311
C 3.39948 1.53071 0.82411
C 2.99251 0.25116 0.92817
C 1.57597 -0.10767 0.01848
C 0.94864 0.86570 -0.70754
O -0.23209 0.56837 -1.16870
C -0.39262 0.64521 -2.61783
H 0.34767 0.27421 -3.33890
H -0.39021 2.12989 -2.77025
H -1.39958 0.37868 -2.78967
C 1.00528 -1.48072 0.08605
N -0.03010 -1.49712 0.96459
C -1.34284 -1.53468 0.49710
N -2.22195 -1.41284 1.36120
C -1.72500 -1.13222 2.40768
N -0.20388 -1.16095 2.25241
C -2.24217 -0.61996 3.57874
H -2.97682 -1.38430 3.82529
H -1.53493 -0.97703 4.51971
C -2.44250 0.74112 3.74443
H -1.86493 1.35580 3.55480
H -3.29580 1.03979 4.57188
C -3.26132 1.45355 2.41574
O -4.46569 0.30255 2.00512
H -3.85536 -0.41666 1.79528
H -3.69689 2.29508 2.59871
H -2.64252 1.23660 1.50978
N -1.58328 -2.05603 -0.97523
C -0.45646 -2.42696 -1.61509
C 0.86066 -2.02562 -1.19911
C 2.06132 -2.41922 -2.00158
O 1.93589 -3.29714 -3.02425
N 3.08850 -2.04151 -1.58204
H 3.45932 -1.47904 -0.57877
H 4.02645 -2.32028 -2.06469
C -0.69429 -3.11310 -3.00378
H -1.49517 -2.28824 -3.26651
H 0.29908 -3.18894 -3.54182
H -1.12309 -3.92511 -2.87898
H -2.37436 -2.13600 -1.21639
H 1.78701 -2.21014 0.62405
H 3.16529 -0.49179 1.54370
H 4.19457 1.80999 1.46106
H 3.03815 3.59232 0.21332
H 1.15946 4.80126 -0.35140
H 2.31877 4.45796 -1.82969
*
```

Calculated values
orbital gap = 8.2 eV
E_HOMO = -0.286 Ha



Entry 7:
C18H23N5O4Ru | the ωB97M-V functional and the def2-TZVPD basis

Structure (ORCA input):
```
! wB97M-V def2-TZVPD RIJCOSX def2/J DEFGRID3
* xyz 3 2
Ru 0.47701 -0.88576 -0.23023
C 1.19296 -2.63728 1.91489
C 0.20853 -3.48750 1.14396
N 0.05862 -2.91476 -0.23108
C -1.27750 -3.12959 -0.85448
C -2.05452 -1.83882 -1.02559
C -3.17860 -1.82480 -1.84337
C -3.90876 -0.66337 -1.95861
C -3.55344 0.43206 -1.17555
C -2.45315 0.35280 -0.34666
C -2.40579 1.40861 0.74019
N -1.07061 2.00060 1.16312
C 0.66697 1.08666 2.65396
C 1.49118 -0.20991 2.50637
N 0.69037 -1.24080 1.79952
N -1.65223 -0.74949 -0.33155
H 2.19205 -2.67924 1.48052
H 1.25189 -2.95217 2.95847
H -0.76719 -3.45236 1.63360
H 0.51987 -4.53032 1.09966
H 0.74822 -3.36731 -0.82603
H -1.87972 -3.80029 -0.23594
H -1.16019 -3.62404 -1.81797
H -3.45863 -2.71666 -2.38865
H -4.76707 -0.60967 -2.61520
H -4.16523 1.32424 -1.18709
H -2.81009 0.99410 1.66502
H -3.01550 2.26273 0.44895
H -1.28598 2.64607 1.94116
H 0.14835 1.14749 3.61188
H 1.28576 1.97099 2.49923
H 1.80254 -0.55949 3.49207
H 2.38239 -0.03097 1.90793
H -0.25093 -1.23775 2.19200
O 4.23677 -0.31099 -1.77608
C 3.06424 -0.23015 -1.23118
O 2.52145 -1.16165 -0.63554
C 2.38469 1.08799 -1.38882
C 2.95316 2.05952 -2.18848
C 2.28452 3.27368 -2.31820
C 1.14855 3.47365 -1.57991
C 0.65928 2.46010 -0.71562
N 1.23658 1.22652 -0.68621
C -0.40150 2.82813 0.15391
O -1.00796 4.00625 0.23055
O -0.32487 0.92783 1.60312
H 4.64027 -1.19119 -1.66526
H 3.88000 1.86228 -2.70764
H 2.65880 4.04762 -2.97471
H 0.63093 4.41745 -1.68205
H -0.56645 4.73900 -0.22235
*
```

Calculated values
⟨S²⟩ = 0.780
orbital gap (alpha / beta) = 7.7 / 6.9 eV
E_HOMO (alpha / beta) = -0.636 / -0.647 Ha



Entry 8:
C18H23N5O4S2Tl | the ωB97M-V functional and the def2-TZVPD basis

Structure (ORCA input):
```
! wB97M-V def2-TZVPD RIJCOSX def2/J DEFGRID3
* xyz 0 2
Tl 0.28754 0.61123 0.46033
C -3.05150 1.56391 -0.53634
C -3.06533 0.12508 0.00931
N -1.91037 -0.63082 -0.43937
C -1.87907 -0.94512 -1.87674
C -0.50942 -0.64543 -2.50234
N -0.03850 0.70771 -2.16107
C -0.83909 1.84098 -2.64460
C -1.19945 2.85167 -1.52470
N -1.75425 2.16445 -0.38065
H -3.83580 2.14014 -0.04442
H -3.30738 1.51333 -1.59126
H -4.00027 -0.33199 -0.34178
H -3.02629 0.12738 1.10483
H -1.80597 -1.49172 0.07897
H -2.64890 -0.37794 -2.38992
H -2.09233 -2.00269 -2.03884
H -0.55327 -0.81324 -3.58857
H 0.22172 -1.35004 -2.09094
H 0.91001 0.78781 -2.47994
H -1.77478 1.46462 -3.08024
H -0.27274 2.39214 -3.40530
H -1.87544 3.59219 -1.95136
H -0.27409 3.33229 -1.20455
H -1.70352 2.72468 0.44041
O -0.64074 2.03139 2.37939
N 0.14698 2.81026 3.13661
C -0.49884 3.59468 4.02418
C 0.18769 4.44599 4.81453
C 1.58424 4.50659 4.68696
C 2.23039 3.70798 3.80035
C 1.49035 2.79869 2.98519
S 2.26959 1.71569 1.91878
H -1.55906 3.43538 4.00802
H -0.34719 5.07627 5.52647
H 2.15130 5.18819 5.31548
H 3.30608 3.68687 3.69948
O -1.08503 -3.22277 0.34711
C 0.11328 -2.99916 0.19909
N 0.76987 -1.88128 0.67532
S 2.30578 -1.85993 0.13960
O 2.44250 -0.79776 -0.83854
O 3.26485 -1.84686 1.20081
C 2.30903 -3.41046 -0.64942
C 3.35403 -4.08457 -1.25382
C 3.07458 -5.34349 -1.79854
C 1.78836 -5.85650 -1.74773
C 0.75958 -5.16827 -1.11417
C 1.04852 -3.92358 -0.56407
H 4.36180 -3.67683 -1.24435
H 3.86009 -5.88445 -2.29349
H 1.55112 -6.82936 -2.14037
H -0.24065 -5.56332 -1.03383
*
```

Calculated values
⟨S²⟩ = 0.755
orbital gap (alpha / beta) = 6.9 / 6.9 eV
E_HOMO (alpha / beta) = -0.239 / -0.289 Ha



Listing relative energy (zero: lowest compared OMol25 entry of this formula, charge and spin) for the structures above in their given order: 90.29 301.69 0.00 100.27 4.14 2092.33 0.00 0.00 kJ/mol.
Listing energy for the structures above in their given order: -42536.25319 -33745.73483 -57465.32594 -56049.92596 -30587.30662 -34660.67442 -37233.26823 -61041.67852 eV.
Listing strongest force on any atom for the structures above in their given order: 0.0178 0.0269 0.0515 0.0328 0.0271 0.3667 0.0064 0.0292 Eh/bohr.